{"formula": "C32H88N8O12SSr", "method": "ωB97M-V/def2-TZVPD", "e_homo_ev": -6.2657, "largest_force_ev_per_a": 3.41, "e_lumo_ha": -0.127, "orbital_gap_ev": 2.80, "total_charge": 0, "symbols": ["Sr", "S", "O", "O", "O", "O", "C", "C", "C", "O", "C", "N", "H", "H", "H", "H", "H", "H", "H", "H", "H", "H", "H", "C", "C", "C", "O", "C", "N", "H", "H", "H", "H", "H", "H", "H", "H", "H", "H", "H", "C", "C", "C", "O", "C", "N", "H", "H", "H", "H", "H", "H", "H", "H", "H", "H", "H", "C", "C", "C", "O", "C", "N", "H", "H", "H", "H", "H", "H", "H", "H", "H", "H", "H", "C", "C", "C", "O", "C", "N", "H", "H", "H", "H", "H", "H", "H", "H", "H", "H", "H", "C", "C", "C", "O", "C", "N", "H", "H", "H", "H", "H", "H", "H", "H", "H", "H", "H", "C", "C", "C", "O", "C", "N", "H", "H", "H", "H", "H", "H", "H", "H", "H", "H", "H", "C", "C", "C", "O", "C", "N", "H", "H", "H", "H", "H", "H", "H", "H", "H", "H", "H"], "positions_angstrom": [[-8.189, -20.162, 15.296], [-12.417, -19.813, 12.143], [-13.036, -21.055, 12.607], [-12.160, -19.075, 13.373], [-11.046, -20.053, 11.650], [-13.177, -19.028, 11.183], [-8.800, -26.407, 11.706], [-8.465, -25.926, 13.124], [-8.048, -27.095, 14.099], [-7.921, -26.554, 15.423], [-7.802, -27.485, 16.436], [-7.532, -24.834, 12.992], [-9.082, -25.611, 11.016], [-9.682, -27.038, 11.818], [-8.011, -26.967, 11.205], [-9.423, -25.557, 13.489], [-7.124, -27.579, 13.780], [-8.854, -27.828, 14.078], [-7.744, -27.013, 17.417], [-6.938, -28.149, 16.404], [-8.707, -28.092, 16.468], [-6.834, -24.979, 12.276], [-8.184, -24.317, 12.420], [-9.790, -20.325, 4.812], [-8.972, -19.016, 4.796], [-8.427, -18.400, 3.482], [-7.184, -19.002, 3.125], [-6.655, -18.338, 1.993], [-9.727, -17.990, 5.491], [-9.346, -21.186, 4.312], [-10.818, -20.263, 4.455], [-9.830, -20.493, 5.888], [-8.160, -19.243, 5.487], [-8.349, -17.325, 3.644], [-9.126, -18.537, 2.657], [-7.378, -18.088, 1.217], [-5.800, -18.797, 1.497], [-6.232, -17.483, 2.520], [-9.880, -18.375, 6.412], [-10.686, -18.017, 5.172], [-13.968, -22.595, 19.457], [-12.462, -22.970, 19.681], [-12.366, -24.090, 20.702], [-12.964, -25.329, 20.188], [-12.830, -26.512, 20.963], [-11.981, -23.492, 18.369], [-14.404, -22.379, 20.433], [-14.494, -23.445, 19.023], [-14.222, -21.687, 18.910], [-11.879, -22.148, 20.097], [-12.906, -23.758, 21.589], [-11.372, -24.060, 21.148], [-13.571, -26.612, 21.756], [-11.857, -26.511, 21.455], [-12.937, -27.464, 20.443], [-12.053, -24.494, 18.466], [-12.686, -23.484, 17.646], [-16.101, -13.736, 17.400], [-16.877, -14.044, 16.082], [-17.906, -13.000, 15.683], [-18.948, -13.005, 16.727], [-20.158, -12.487, 16.269], [-15.929, -14.280, 14.995], [-15.698, -14.656, 17.824], [-16.790, -13.226, 18.074], [-15.207, -13.116, 17.339], [-17.420, -14.982, 16.197], [-18.266, -13.481, 14.774], [-17.439, -12.055, 15.405], [-20.911, -12.386, 17.050], [-20.572, -13.081, 15.454], [-20.039, -11.437, 16.003], [-15.379, -15.086, 15.255], [-16.263, -14.600, 14.097], [-5.282, -15.337, 17.411], [-6.790, -15.168, 17.497], [-7.463, -14.605, 16.209], [-7.201, -15.631, 15.124], [-7.545, -15.281, 13.753], [-7.348, -16.449, 17.901], [-4.916, -15.864, 18.292], [-4.796, -14.362, 17.445], [-4.882, -15.818, 16.518], [-7.053, -14.493, 18.312], [-6.987, -13.658, 15.958], [-8.549, -14.550, 16.145], [-7.362, -16.092, 13.049], [-6.975, -14.408, 13.433], [-8.539, -14.841, 13.670], [-8.281, -16.257, 18.238], [-6.861, -16.680, 18.755], [-22.116, -20.198, 11.513], [-21.147, -20.863, 12.506], [-21.768, -22.084, 13.112], [-22.771, -21.843, 14.122], [-22.750, -22.708, 15.206], [-19.930, -21.317, 11.804], [-23.086, -20.002, 11.971], [-22.177, -20.697, 10.546], [-21.825, -19.150, 11.437], [-20.992, -20.215, 13.368], [-21.058, -22.739, 13.616], [-22.230, -22.707, 12.346], [-22.955, -23.697, 14.797], [-23.599, -22.599, 15.881], [-21.775, -22.553, 15.670], [-19.495, -20.518, 11.364], [-19.264, -21.660, 12.481], [-18.421, -15.322, 7.500], [-18.549, -16.393, 6.432], [-19.458, -16.054, 5.303], [-20.742, -15.614, 5.752], [-21.664, -15.049, 4.790], [-17.212, -16.871, 6.073], [-19.371, -14.848, 7.747], [-17.874, -14.440, 7.166], [-17.950, -15.626, 8.435], [-19.063, -17.248, 6.872], [-19.557, -16.895, 4.616], [-18.961, -15.416, 4.572], [-22.629, -14.872, 5.264], [-21.666, -15.600, 3.849], [-21.393, -14.019, 4.558], [-17.351, -17.837, 5.812], [-16.694, -17.020, 6.926], [-16.647, -27.914, 14.426], [-15.400, -28.357, 13.539], [-15.349, -29.932, 13.442], [-16.481, -30.391, 12.671], [-16.390, -31.727, 12.237], [-15.582, -27.695, 12.251], [-17.493, -28.429, 13.970], [-16.696, -26.826, 14.460], [-16.590, -28.313, 15.439], [-14.445, -28.102, 13.999], [-15.387, -30.279, 14.474], [-14.479, -30.213, 12.849], [-17.135, -32.350, 12.732], [-15.420, -32.225, 12.256], [-16.737, -31.705, 11.204], [-15.141, -26.791, 12.350], [-16.578, -27.560, 12.146]], "mulliken_charge": [1.18, 1.22, -0.60, -0.59, -0.59, -0.65, -1.57, 0.51, -0.80, -0.26, -0.79, -0.70, 0.47, 0.37, 0.37, 0.25, 0.35, 0.35, 0.26, 0.30, 0.31, 0.28, 0.31, -1.37, 0.45, -0.73, -0.34, -0.69, -0.72, 0.35, 0.33, 0.37, 0.23, 0.42, 0.30, 0.28, 0.27, 0.29, 0.31, 0.26, -1.38, 0.44, -0.84, -0.32, -0.78, -0.78, 0.37, 0.35, 0.35, 0.30, 0.41, 0.44, 0.29, 0.30, 0.26, 0.30, 0.30, -1.32, 0.63, -0.71, -0.30, -0.75, -0.78, 0.32, 0.31, 0.36, 0.23, 0.30, 0.35, 0.27, 0.30, 0.30, 0.26, 0.23, -1.30, 0.38, -0.80, -0.30, -0.77, -0.68, 0.38, 0.36, 0.27, 0.36, 0.34, 0.40, 0.27, 0.30, 0.30, 0.27, 0.24, -1.37, 0.63, -0.80, -0.34, -0.69, -0.70, 0.33, 0.36, 0.37, 0.21, 0.44, 0.24, 0.28, 0.24, 0.30, 0.26, 0.24, -1.45, 0.76, -0.88, -0.31, -0.74, -0.78, 0.35, 0.36, 0.38, 0.17, 0.35, 0.40, 0.25, 0.30, 0.30, 0.29, 0.28, -1.34, 0.16, -0.67, -0.30, -0.76, -0.66, 0.35, 0.36, 0.36, 0.40, 0.25, 0.47, 0.26, 0.32, 0.25, 0.27, 0.29]}